Entry from the Open Molecules 2025 dataset: a cluster of 9 separate species, C28H68N9O9 in total (ωB97M-V/def2-TZVPD).

Bonds (Å) are listed after each position.
Positions of all 114 atoms, in Å:
1 C 7.44 -46.97 8.87  C2 1.533, H10 1.034, H11 1.161, H12 1.173
2 C 8.01 -47.36 7.50  C1 1.533, C3 1.634, N6 1.366, H13 1.013
3 C 9.61 -47.68 7.54  C2 1.634, O4 1.458, H14 1.107, H15 1.117
4 O 10.24 -46.49 8.10  C3 1.458, C5 1.357
5 C 11.51 -46.83 8.46  O4 1.357, H16 1.124, H17 0.971, H18 1.181
6 N 7.33 -48.40 6.95  C2 1.366, H7 0.979, H8 0.970, H9 0.872
7 H 6.42 -48.12 6.69  N6 0.979
8 H 7.79 -48.56 6.11  N6 0.970
9 H 7.26 -49.22 7.24  N6 0.872
10 H 7.31 -47.65 9.63  C1 1.034
11 H 6.47 -46.39 8.61  C1 1.161
12 H 8.32 -46.26 9.19  C1 1.173
13 H 7.83 -46.56 6.90  C2 1.013
14 H 9.90 -47.66 6.47  C3 1.107
15 H 9.88 -48.57 8.15  C3 1.117
16 H 12.02 -47.35 7.61  C5 1.124
17 H 11.54 -47.29 9.31  C5 0.971
18 H 11.80 -45.72 8.76  C5 1.181
19 C 8.98 -51.39 7.51  C20 1.540, H24 1.049, H25 1.245, H26 1.100
20 C 7.89 -50.92 8.50  C19 1.540, O21 1.205, N22 1.360
21 O 8.24 -50.48 9.56  C20 1.205
22 N 6.63 -50.83 8.01  C20 1.360, C23 1.474, H27 0.976
23 C 5.51 -50.34 8.83  N22 1.474, H28 1.070, H29 1.069, H30 1.061
24 H 9.32 -52.37 7.59  C19 1.049
25 H 9.90 -50.56 7.49  C19 1.245
26 H 8.54 -51.49 6.50  C19 1.100
27 H 6.37 -51.41 7.27  N22 0.976
28 H 5.43 -50.79 9.79  C23 1.070
29 H 4.58 -50.51 8.32  C23 1.069
30 H 5.66 -49.29 8.88  C23 1.061
31 C 2.45 -48.85 6.29  C32 1.482, H36 1.164, H37 1.081, H38 1.228
32 C 3.44 -47.77 6.48  C31 1.482, O33 1.204, N34 1.372
33 O 4.63 -47.96 6.54  C32 1.204
34 N 2.93 -46.53 6.78  C32 1.372, C35 1.481, H39 1.055
35 C 3.75 -45.37 7.21  N34 1.481, H40 1.062, H41 1.203, H42 1.190
36 H 1.70 -48.44 5.50  C31 1.164
37 H 1.91 -49.09 7.19  C31 1.081
38 H 2.97 -49.76 5.64  C31 1.228
39 H 1.91 -46.40 6.54  N34 1.055
40 H 4.80 -45.57 7.23  C35 1.062
41 H 3.70 -45.23 8.40  C35 1.203
42 H 3.37 -44.43 6.60  C35 1.190
43 C 8.91 -46.25 2.36  C44 1.545, H48 0.946, H49 1.051, H50 0.936
44 C 7.56 -46.59 3.03  C43 1.545, O45 1.239, N46 1.214
45 O 7.57 -47.08 4.17  C44 1.239
46 N 6.57 -46.26 2.40  C44 1.214, C47 1.476, H51 0.919
47 C 5.22 -46.48 2.94  N46 1.476, H52 1.177, H53 1.008, H54 1.077
48 H 9.46 -46.96 2.68  C43 0.946
49 H 9.58 -45.58 2.81  C43 1.051
50 H 8.89 -46.01 1.46  C43 0.936
51 H 6.67 -45.97 1.54  N46 0.919
52 H 4.52 -46.11 2.07  C47 1.177
53 H 5.04 -45.86 3.72  C47 1.008
54 H 5.22 -47.56 2.97  C47 1.077
55 C 14.68 -42.71 7.57  C56 1.516, H60 1.258, H61 1.049, H62 1.239
56 C 14.09 -43.81 6.71  C55 1.516, O57 1.246, N58 1.301
57 O 13.78 -44.89 7.26  C56 1.246
58 N 13.74 -43.51 5.50  C56 1.301, C59 1.447, H63 1.028
59 C 13.20 -44.47 4.56  N58 1.447, H64 1.152, H65 1.126, H66 0.993
60 H 13.77 -41.95 7.98  C55 1.258
61 H 15.43 -42.19 7.05  C55 1.049
62 H 15.25 -43.18 8.57  C55 1.239
63 H 13.79 -42.56 5.09  N58 1.028
64 H 12.56 -43.73 3.94  C59 1.152
65 H 12.38 -44.97 5.15  C59 1.126
66 H 13.74 -45.20 4.17  C59 0.993
67 C 6.86 -50.28 3.28  C68 1.471, H72 1.151, H73 1.213, H74 1.024
68 C 8.27 -50.18 3.67  C67 1.471, O69 1.234, N70 1.387
69 O 8.57 -49.84 4.81  C68 1.234
70 N 9.22 -50.29 2.65  C68 1.387, C71 1.552, H75 1.060
71 C 10.68 -49.80 2.85  N70 1.552, H76 1.023, H77 1.146, H78 1.104
72 H 6.80 -51.32 2.79  C67 1.151
73 H 6.76 -49.58 2.29  C67 1.213
74 H 6.33 -49.96 4.10  C67 1.024
75 H 8.85 -50.53 1.69  N70 1.060
76 H 10.99 -49.61 1.90  C71 1.023
77 H 11.43 -50.64 3.09  C71 1.146
78 H 11.02 -49.11 3.64  C71 1.104
79 C 17.87 -50.85 9.17  C80 1.587, H84 1.058, H85 1.129, H86 1.188
80 C 16.39 -50.31 9.30  C79 1.587, O81 1.178, N82 1.290
81 O 15.69 -50.80 10.11  C80 1.178
82 N 15.97 -49.40 8.48  C80 1.290, C83 1.520, H87 1.117
83 C 14.66 -48.63 8.50  N82 1.520, H88 1.132, H89 1.164, H90 1.096
84 H 17.92 -51.63 8.46  C79 1.058
85 H 18.26 -51.29 10.14  C79 1.129
86 H 18.77 -50.19 8.75  C79 1.188
87 H 16.53 -49.24 7.53  N82 1.117
88 H 14.16 -48.80 7.50  C83 1.132
89 H 14.88 -47.51 8.76  C83 1.164
90 H 14.11 -48.96 9.39  C83 1.096
91 C 10.12 -42.99 9.01  C92 1.517, H96 1.145, H97 0.938, H98 1.144
92 C 9.34 -43.08 10.30  C91 1.517, O93 1.283, N94 1.321
93 O 9.89 -42.80 11.43  C92 1.283
94 N 8.08 -43.46 10.18  C92 1.321, C95 1.381, H99 1.087
95 C 7.10 -43.50 11.16  N94 1.381, H100 1.118, H101 0.988, H102 1.136
96 H 9.85 -41.97 8.55  C91 1.145
97 H 9.80 -43.62 8.40  C91 0.938
98 H 11.26 -43.06 9.12  C91 1.144
99 H 7.81 -43.69 9.15  N94 1.087
100 H 7.51 -43.88 12.13  C95 1.118
101 H 6.30 -43.97 10.84  C95 0.988
102 H 6.75 -42.47 11.48  C95 1.136
103 C 8.24 -43.69 5.22  C104 1.549, H108 1.044, H109 1.037, H110 1.160
104 C 7.33 -43.40 6.44  C103 1.549, O105 1.142, N106 1.434
105 O 7.34 -44.15 7.30  C104 1.142
106 N 6.45 -42.27 6.39  C104 1.434, C107 1.436, H111 1.117
107 C 5.43 -42.10 7.39  N106 1.436, H112 1.172, H113 1.049, H114 0.982
108 H 7.77 -44.10 4.38  C103 1.044
109 H 8.73 -44.59 5.35  C103 1.037
110 H 8.70 -42.65 5.00  C103 1.160
111 H 6.44 -41.72 5.41  N106 1.117
112 H 5.71 -41.33 8.23  C107 1.172
113 H 5.00 -42.96 7.79  C107 1.049
114 H 4.74 -41.59 6.91  C107 0.982

Output
Energy above the lowest of the compared OMol25 structures with the same formula, charge and spin in eV: 2.063
Total charge: +1
HOMO energy in eV: -10.41



Entry from the Open Molecules 2025 dataset: a cluster of 5 separate species, C28H68NOS in total (ωB97M-V/def2-TZVPD).

Bonds (Å) are listed after each position.
Positions of all 99 atoms, in Å:
1 O 0.79 -2.80 6.72  C2 1.407, H8 0.968
2 C 0.82 -3.17 5.37  O1 1.407, C3 1.528, H9 1.092, H10 1.101
3 C 2.19 -2.97 4.72  C2 1.528, C4 1.538, H11 1.090, H12 1.095
4 C 2.42 -3.82 3.46  C3 1.538, C5 1.518, H13 1.091, H14 1.098
5 C 2.45 -3.09 2.13  C4 1.518, N6 1.523, H15 1.090, H16 1.090
6 N 1.06 -2.79 1.60  C5 1.523, S7 1.790, H17 1.023, H18 1.020
7 S 0.27 -1.34 2.30  N6 1.790, H19 1.342
8 H 0.93 -1.85 6.81  O1 0.968
9 H 0.56 -4.24 5.36  C2 1.092
10 H 0.04 -2.64 4.80  C2 1.101
11 H 2.94 -3.23 5.47  C3 1.090
12 H 2.33 -1.91 4.48  C3 1.095
13 H 3.38 -4.33 3.53  C4 1.091
14 H 1.67 -4.63 3.41  C4 1.098
15 H 2.93 -3.70 1.36  C5 1.090
16 H 2.95 -2.13 2.19  C5 1.090
17 H 0.44 -3.58 1.80  N6 1.023
18 H 1.09 -2.71 0.58  N6 1.020
19 H 0.23 -0.65 1.15  S7 1.342
20 C -1.47 1.93 2.25  C21 1.527, H26 1.089, H27 1.091, H28 1.099
21 C -2.26 1.28 1.12  C20 1.527, C22 1.527, H29 1.093, H30 1.096
22 C -1.66 1.51 -0.26  C21 1.527, C23 1.529, H31 1.093, H32 1.097
23 C -1.59 2.96 -0.71  C22 1.529, C24 1.528, H33 1.095, H34 1.094
24 C -2.94 3.68 -0.75  C23 1.528, C25 1.525, H35 1.092, H36 1.094
25 C -3.94 3.04 -1.71  C24 1.525, H37 1.093, H38 1.090, H39 1.092
26 H -1.41 3.02 2.19  C20 1.089
27 H -1.90 1.69 3.23  C20 1.091
28 H -0.43 1.56 2.24  C20 1.099
29 H -3.30 1.63 1.15  C21 1.093
30 H -2.31 0.20 1.31  C21 1.096
31 H -2.23 0.92 -0.99  C22 1.093
32 H -0.64 1.10 -0.28  C22 1.097
33 H -1.16 2.99 -1.72  C23 1.095
34 H -0.91 3.52 -0.07  C23 1.094
35 H -2.78 4.72 -1.05  C24 1.092
36 H -3.38 3.72 0.25  C24 1.094
37 H -3.54 3.01 -2.72  C25 1.093
38 H -4.87 3.60 -1.74  C25 1.090
39 H -4.19 2.01 -1.42  C25 1.092
40 C 2.03 1.48 -0.48  C41 1.522, H46 1.093, H47 1.087, H48 1.097
41 C 3.48 1.32 -0.90  C40 1.522, C42 1.525, H49 1.093, H50 1.093
42 C 4.20 0.19 -0.17  C41 1.525, C43 1.528, H51 1.092, H52 1.099
43 C 4.30 0.36 1.34  C42 1.528, C44 1.528, H53 1.097, H54 1.098
44 C 5.01 1.63 1.81  C43 1.528, C45 1.525, H55 1.093, H56 1.093
45 C 6.46 1.73 1.34  C44 1.525, H57 1.092, H58 1.090, H59 1.091
46 H 1.94 1.76 0.58  C40 1.093
47 H 1.53 2.25 -1.06  C40 1.087
48 H 1.48 0.55 -0.64  C40 1.097
49 H 4.01 2.27 -0.76  C41 1.093
50 H 3.52 1.12 -1.98  C41 1.093
51 H 5.20 0.07 -0.59  C42 1.092
52 H 3.67 -0.75 -0.39  C42 1.099
53 H 4.84 -0.50 1.75  C43 1.097
54 H 3.30 0.34 1.79  C43 1.098
55 H 4.98 1.67 2.90  C44 1.093
56 H 4.45 2.51 1.46  C44 1.093
57 H 7.03 0.87 1.69  C45 1.092
58 H 6.93 2.63 1.72  C45 1.090
59 H 6.53 1.76 0.25  C45 1.091
60 C -4.16 -1.57 -0.19  C61 1.525, H66 1.091, H67 1.091, H68 1.094
61 C -4.41 -1.90 1.28  C60 1.525, C62 1.528, H69 1.092, H70 1.093
62 C -3.48 -2.99 1.81  C61 1.528, C63 1.531, H71 1.093, H72 1.100
63 C -3.60 -4.35 1.11  C62 1.531, C64 1.528, H73 1.096, H74 1.094
64 C -5.01 -4.95 1.13  C63 1.528, C65 1.525, H75 1.092, H76 1.093
65 C -5.53 -5.23 2.54  C64 1.525, H77 1.092, H78 1.090, H79 1.091
66 H -4.37 -2.42 -0.84  C60 1.091
67 H -4.79 -0.75 -0.52  C60 1.091
68 H -3.12 -1.28 -0.34  C60 1.094
69 H -5.45 -2.19 1.42  C61 1.092
70 H -4.26 -1.00 1.88  C61 1.093
71 H -3.67 -3.12 2.88  C62 1.093
72 H -2.45 -2.64 1.72  C62 1.100
73 H -2.91 -5.05 1.59  C63 1.096
74 H -3.28 -4.25 0.07  C63 1.094
75 H -4.99 -5.89 0.57  C64 1.092
76 H -5.70 -4.30 0.60  C64 1.093
77 H -4.86 -5.90 3.08  C65 1.092
78 H -6.51 -5.69 2.51  C65 1.090
79 H -5.63 -4.31 3.12  C65 1.091
80 C 2.73 1.14 -5.92  C81 1.525, H86 1.092, H87 1.090, H88 1.093
81 C 2.34 2.61 -6.05  C80 1.525, C82 1.528, H89 1.093, H90 1.092
82 C 1.99 3.27 -4.72  C81 1.528, C83 1.529, H91 1.093, H92 1.096
83 C 0.80 2.64 -3.99  C82 1.529, C84 1.527, H93 1.095, H94 1.095
84 C -0.51 2.62 -4.77  C83 1.527, C85 1.525, H95 1.095, H96 1.093
85 C -1.03 4.01 -5.12  C84 1.525, H97 1.093, H98 1.090, H99 1.091
86 H 1.91 0.54 -5.53  C80 1.092
87 H 3.01 0.72 -6.89  C80 1.090
88 H 3.58 1.02 -5.25  C80 1.093
89 H 1.49 2.70 -6.74  C81 1.093
90 H 3.16 3.16 -6.51  C81 1.092
91 H 1.80 4.33 -4.88  C82 1.093
92 H 2.87 3.21 -4.06  C82 1.096
93 H 0.65 3.19 -3.06  C83 1.095
94 H 1.06 1.62 -3.70  C83 1.095
95 H -1.26 2.10 -4.17  C84 1.095
96 H -0.40 2.03 -5.68  C84 1.093
97 H -1.17 4.62 -4.22  C85 1.093
98 H -1.98 3.96 -5.64  C85 1.090
99 H -0.33 4.55 -5.77  C85 1.091

Output
Total charge: +1
HOMO energy in eV: -12.68



| no. | total energy (eV) | maximum force (Eh/bohr) | Kohn-Sham gap (hartree) |
| --- | --- | --- | --- |
| 1 | -61961.6888 | 0.200 | 0.30513 |
| 2 | -44505.5826 | 0.007 | 0.32072 |